Record 1
Entry from OMol25: 2 unconnected molecules or ions with the total composition C5H7BrN3O3P (the ωB97M-V functional and the def2-TZVPD basis).

Results
M = 268.007 g mol⁻¹
Multiplicity = 3
Expectation value of S² = 2.014
Largest force on an atom = 4.0 eV Å⁻¹
LUMO energy (alpha / beta) = -0.0031 / -0.0921 Eh
DFT total energy = -95238.848 eV

Atoms and positions in Å:
C1 -1.74 0.29 2.52
C2 -0.90 0.19 1.37
C3 -0.20 -0.98 1.60
C4 -1.49 -0.75 3.36
C5 -0.73 1.16 0.28
N1 -1.42 2.39 0.47
N2 0.74 -1.46 -1.59
N3 2.50 -2.57 -0.16
O1 0.00 1.01 -0.71
O2 0.56 -4.13 -1.19
O3 -0.51 -1.53 2.78
P1 1.00 -2.79 -0.75
Br1 -2.04 -1.40 5.03
H1 -2.64 0.83 2.63
H2 -2.30 2.38 0.94
H3 -1.36 2.93 -0.42
H4 0.64 -0.47 -1.03
H5 0.12 -1.66 -2.38
H6 2.51 -1.61 0.26
H7 2.90 -3.27 0.41



Record 2
Entry from OMol25: a molecular structure, C35H37Br2NO2PbSe2SiTe2 (the ωB97M-V functional and the def2-TZVPD basis).

Results
M = 1311.900 g mol⁻¹
Energy above the lowest of the compared OMol25 structures with the same formula, charge and spin = 0.00 kJ/mol
Largest force on an atom = 0.4 eV Å⁻¹
LUMO energy = -0.0241 Eh
DFT total energy = -340975.174 eV

Atoms and positions in Å:
Pb1 -0.13 -0.78 0.11
C1 3.08 -0.31 2.39
C2 1.78 0.18 2.97
C3 1.52 1.54 3.06
C4 0.32 2.02 3.59
C5 0.06 3.49 3.72
C6 -0.62 1.10 4.03
C7 -0.39 -0.27 3.97
C8 -1.38 -1.24 4.54
C9 0.82 -0.72 3.42
H1 3.90 0.35 2.65
H2 3.03 -0.36 1.30
H3 3.32 -1.31 2.75
H4 2.27 2.25 2.72
H5 -0.11 3.76 4.76
H6 -0.84 3.77 3.16
H7 0.89 4.08 3.34
H8 -1.55 1.45 4.45
H9 -1.41 -1.14 5.63
H10 -1.12 -2.26 4.29
H11 -2.38 -1.05 4.15
H12 1.02 -1.78 3.39
C10 -0.04 -1.54 -3.45
C11 -0.52 -2.74 -2.71
C12 -0.72 -3.97 -3.38
C13 -1.28 -5.01 -2.73
C14 -1.68 -4.88 -1.38
C15 -2.36 -5.87 -0.64
Br1 -2.74 -7.56 -1.42
C16 -2.75 -5.63 0.64
C17 -2.45 -4.40 1.25
Br2 -3.09 -4.14 3.01
C18 -1.74 -3.39 0.63
O1 -1.39 -2.28 1.21
C19 -1.40 -3.65 -0.75
N1 -0.82 -2.62 -1.43
H13 0.51 -1.82 -4.35
H14 0.59 -0.90 -2.84
H15 -0.90 -0.94 -3.75
H16 -0.42 -4.05 -4.42
H17 -1.45 -5.96 -3.23
H18 -3.29 -6.37 1.20
Se1 -2.39 0.68 -0.32
Te1 -1.86 1.63 -2.55
Te2 0.43 3.00 -1.91
Se2 0.14 3.33 0.40
C20 5.55 0.73 -3.54
C21 4.26 0.22 -2.87
C22 4.61 -0.33 -1.48
C23 3.68 -0.91 -3.72
Si1 3.11 1.70 -2.73
O2 1.64 1.35 -1.99
C24 2.66 2.28 -4.47
C25 1.46 1.79 -5.01
C26 1.03 2.16 -6.28
C27 1.79 3.03 -7.04
C28 2.99 3.52 -6.54
C29 3.41 3.14 -5.27
C30 3.92 3.00 -1.64
C31 3.72 2.86 -0.26
C32 4.33 3.71 0.65
C33 5.16 4.72 0.20
C34 5.37 4.88 -1.16
C35 4.76 4.03 -2.06
H19 6.26 -0.10 -3.62
H20 6.02 1.52 -2.97
H21 5.36 1.09 -4.55
H22 5.33 -1.15 -1.57
H23 3.72 -0.73 -0.98
H24 5.05 0.43 -0.84
H25 4.46 -1.64 -3.95
H26 3.27 -0.55 -4.67
H27 2.89 -1.44 -3.19
H28 0.85 1.12 -4.43
H29 0.10 1.77 -6.67
H30 1.46 3.33 -8.03
H31 3.60 4.19 -7.13
H32 4.36 3.52 -4.92
H33 3.05 2.08 0.11
H34 4.15 3.58 1.71
H35 5.63 5.39 0.91
H36 6.02 5.68 -1.52
H37 4.96 4.18 -3.12



Record 3
Entry from OMol25: a molecular structure, C10H22F6HgN2O16S4 (the ωB97M-V functional and the def2-TZVPD basis).

Results
M = 869.130 g mol⁻¹
Energy above the lowest of the compared OMol25 structures with the same formula, charge and spin = 307.76 kJ/mol
Charge = -4
Largest force on an atom = 4.7 eV Å⁻¹
LUMO energy = 0.1447 Eh
DFT total energy = -110275.867 eV

Atoms and positions in Å:
Hg1 -0.05 -1.73 -0.28
S1 -3.42 -7.01 0.03
O1 -4.75 -7.05 0.63
O2 -3.38 -7.51 -1.38
O3 -2.85 -5.66 0.07
O4 -2.38 -7.83 0.72
S2 2.49 -6.29 -3.72
O5 2.15 -7.52 -3.05
O6 3.96 -6.31 -3.80
O7 1.94 -6.36 -5.03
O8 1.93 -5.11 -3.06
C1 -0.72 1.56 -7.18
F1 -1.51 2.63 -6.89
F2 -0.71 1.56 -8.50
F3 0.49 1.71 -6.67
S3 -1.48 -0.08 -6.53
O9 -1.12 -0.22 -5.12
O10 -2.88 0.00 -6.78
O11 -0.77 -1.18 -7.24
C2 5.33 -4.22 5.24
F4 5.94 -3.16 4.78
F5 6.20 -5.08 5.73
F6 4.56 -4.00 6.30
S4 4.33 -5.06 3.73
O12 3.36 -5.86 4.51
O13 3.62 -3.96 2.98
O14 5.21 -5.93 2.86
C3 2.91 5.23 -0.81
C4 1.61 4.37 -0.74
C5 0.60 5.13 -1.66
O15 0.35 6.41 -1.07
C6 -0.81 6.97 -1.68
N1 1.96 2.94 -1.03
H1 2.69 6.23 -0.43
H2 3.22 5.52 -1.82
H3 3.71 4.74 -0.25
H4 1.23 4.43 0.28
H5 -0.22 4.44 -1.87
H6 1.05 5.31 -2.64
H7 -1.59 6.21 -1.65
H8 -0.60 7.18 -2.72
H9 -1.16 7.94 -1.31
H10 2.73 2.70 -0.42
H11 2.14 2.91 -2.03
C7 -4.75 0.88 3.63
C8 -3.31 0.86 3.02
C9 -2.26 0.20 3.94
O16 -1.00 0.49 3.32
C10 -0.05 1.04 4.21
N2 -3.37 0.11 1.76
H12 -5.65 1.09 3.04
H13 -4.71 1.72 4.33
H14 -5.01 -0.09 4.05
H15 -3.10 1.90 2.78
H16 -2.35 -0.88 3.94
H17 -2.38 0.74 4.88
H18 0.78 1.21 3.54
H19 0.23 0.30 4.96
H20 -0.41 1.91 4.75
H21 -3.71 -0.82 1.94
H22 -4.29 0.36 1.43



Record 4
Entry from OMol25: 2 unconnected molecules or ions with the total composition C4H11NO2 (the ωB97M-V functional and the def2-TZVPD basis).

Results
M = 105.137 g mol⁻¹
Energy above the lowest of the compared OMol25 structures with the same formula, charge and spin = 164.37 kJ/mol
Largest force on an atom = 1.0 eV Å⁻¹
LUMO energy = 0.0335 Eh
DFT total energy = -9910.538 eV

Atoms and positions in Å:
C1 1.87 -0.31 -2.68
C2 0.70 0.25 -1.89
N1 0.80 -0.14 -0.48
C3 0.21 0.75 0.50
C4 -1.18 0.23 0.82
O1 -1.58 0.01 1.94
H1 1.73 -1.34 -3.01
H2 2.75 -0.28 -2.04
H3 2.16 0.32 -3.51
H4 -0.24 -0.16 -2.27
H5 0.64 1.34 -1.96
H6 1.64 -0.59 -0.18
H7 0.77 0.85 1.43
H8 0.23 1.78 0.13
H9 -1.76 -0.11 -0.05
H10 -2.63 -1.22 3.77
H11 -2.90 -0.28 4.96
O2 -3.21 -1.09 4.54



Record 5
Entry from OMol25: a molecular structure, C34H41AsAuN6S3 (the ωB97M-V functional and the def2-TZVPD basis).

Results
M = 901.834 g mol⁻¹
Charge = +1
Largest force on an atom = 2.5 eV Å⁻¹
LUMO energy = -0.1865 Eh
DFT total energy = -141893.696 eV

Atoms and positions in Å:
Au1 1.38 -1.15 -0.78
C1 4.91 0.09 -4.40
S1 3.22 0.63 -4.83
C2 2.36 -0.20 -3.54
S2 1.98 0.78 -2.18
N1 2.05 -1.44 -3.67
N2 1.63 -2.11 -2.62
C3 0.99 -3.24 -2.72
C4 0.77 -4.00 -1.53
C5 0.44 -5.36 -1.56
C6 0.35 -6.05 -0.37
C7 0.59 -5.38 0.83
C8 0.90 -4.03 0.78
N3 0.95 -3.36 -0.36
H1 5.56 0.48 -5.17
H2 4.95 -0.99 -4.38
H3 5.18 0.51 -3.43
H4 0.70 -3.63 -3.69
H5 0.30 -5.85 -2.51
H6 0.10 -7.10 -0.37
H7 0.53 -5.89 1.78
H8 1.10 -3.46 1.68
C9 0.10 5.14 -2.24
N4 1.13 4.30 -1.67
C10 1.24 4.01 -0.37
N5 0.39 4.55 0.51
S3 2.44 2.97 0.15
H9 0.33 5.31 -3.29
H10 0.07 6.10 -1.74
H11 -0.88 4.67 -2.18
H12 1.73 3.77 -2.29
H13 -0.31 5.22 0.23
H14 0.51 4.36 1.49
C11 -2.64 -2.01 -4.19
C12 -2.18 -1.68 -2.81
C13 -1.68 -0.43 -2.49
C14 -1.30 -0.10 -1.19
C15 -0.91 1.32 -0.91
C16 -1.40 -1.06 -0.18
As1 -0.72 -0.73 1.65
N6 1.01 -0.43 1.12
C17 2.07 -0.52 1.97
C18 3.34 -0.07 1.55
C19 4.42 -0.13 2.40
C20 4.29 -0.66 3.67
C21 3.05 -1.12 4.10
C22 1.96 -1.05 3.27
C23 -1.55 1.01 2.13
C24 -2.94 1.07 2.00
C25 -3.75 -0.11 1.56
C26 -3.61 2.25 2.31
C27 -2.93 3.36 2.79
C28 -3.64 4.62 3.16
C29 -1.56 3.26 2.97
C30 -0.86 2.10 2.67
C31 0.61 2.04 2.96
C32 -1.95 -2.32 -0.48
C33 -2.25 -3.34 0.58
C34 -2.31 -2.61 -1.78
H15 -2.37 -1.23 -4.90
H16 -3.72 -2.12 -4.20
H17 -2.22 -2.95 -4.54
H18 -1.60 0.32 -3.26
H19 -0.49 1.78 -1.80
H20 -0.18 1.40 -0.11
H21 -1.80 1.90 -0.62
H22 3.43 0.37 0.57
H23 5.38 0.24 2.06
H24 5.15 -0.72 4.33
H25 2.95 -1.54 5.09
H26 0.99 -1.42 3.60
H27 -3.40 -1.01 2.07
H28 -3.66 -0.26 0.48
H29 -4.80 0.04 1.79
H30 -4.68 2.29 2.19
H31 -4.72 4.48 3.16
H32 -3.40 5.41 2.45
H33 -3.33 4.96 4.14
H34 -1.03 4.09 3.41
H35 0.92 2.91 3.55
H36 1.19 2.03 2.04
H37 0.86 1.14 3.53
H38 -1.62 -3.22 1.46
H39 -2.12 -4.35 0.19
H40 -3.29 -3.24 0.89
H41 -2.72 -3.59 -2.01



Record 6
Entry from OMol25: 4 unconnected molecules or ions with the total composition H8O4 (the ωB97M-V functional and the def2-TZVPD basis).

Results
M = 72.060 g mol⁻¹
Energy above the lowest of the compared OMol25 structures with the same formula, charge and spin = 348.80 kJ/mol
Largest force on an atom = 3.9 eV Å⁻¹
LUMO energy = -0.0171 Eh
DFT total energy = -8317.061 eV

Atoms and positions in Å:
H1 -0.34 -0.30 0.02
H2 -1.29 -0.35 1.20
H3 2.84 -0.19 -0.74
H4 2.94 -0.39 0.76
H5 -0.93 1.37 -0.70
H6 -0.96 1.94 0.70
H7 -0.53 -1.75 -0.77
H8 -0.96 -2.36 0.56
O1 -1.18 0.05 0.33
O2 3.42 -0.03 0.01
O3 -1.03 2.20 -0.22
O4 -1.31 -1.96 -0.25



Record 7
Entry from OMol25: a molecular structure, C5H9N2 (the ωB97M-V functional and the def2-TZVPD basis).

Results
M = 97.141 g mol⁻¹
Energy above the lowest of the compared OMol25 structures with the same formula, charge and spin = 563.15 kJ/mol
Charge = +1
Largest force on an atom = 5.7 eV Å⁻¹
LUMO energy = -0.1228 Eh
DFT total energy = -8299.896 eV

Atoms and positions in Å:
C1 1.15 1.37 -0.76
C2 -1.31 -1.78 -0.42
C3 -0.46 -2.06 0.82
C4 1.14 0.03 -0.07
C5 0.83 2.74 -0.67
N1 1.30 0.28 -1.44
N2 -0.59 -0.72 0.28
H1 -0.91 -2.23 -1.30
H2 -2.38 -1.69 -0.44
H3 -0.82 -2.47 1.70
H4 0.51 -2.46 0.39
H5 1.67 -0.42 0.70
H6 0.38 3.06 0.28
H7 0.38 3.19 -1.63
H8 1.84 3.18 -0.64
H9 -1.24 -0.12 0.74



Record 8
Entry from OMol25: 2 unconnected molecules or ions with the total composition C5H7N (the ωB97M-V functional and the def2-TZVPD basis).

Results
M = 81.118 g mol⁻¹
Energy above the lowest of the compared OMol25 structures with the same formula, charge and spin = 572.73 kJ/mol
Largest force on an atom = 5.3 eV Å⁻¹
LUMO energy = 0.0401 Eh
DFT total energy = -6782.577 eV

Atoms and positions in Å:
C1 2.07 -0.03 0.90
C2 -1.27 0.34 0.50
C3 -1.23 0.49 -0.99
C4 1.42 -0.58 -0.27
C5 -0.69 -0.73 -0.25
N1 1.92 0.84 -0.01
H1 2.27 -0.10 1.88
H2 -0.70 1.14 0.99
H3 -2.14 -0.03 0.98
H4 -2.06 0.60 -1.67
H5 -0.33 1.16 -1.18
H6 1.76 -1.36 -0.91
H7 -0.99 -1.74 0.03



Question: Among the records above, which one has the highest M?
Answer: C35H37Br2NO2PbSe2SiTe2



Question: Number 3 is which compound?
Answer: C10H22F6HgN2O16S4